# 1
{
  "formula": "C4H7LiO2Tb",
  "method": "ωB97M-V/def2-TZVPD",
  "spin_multiplicity": 8,
  "charge": 2,
  "gap_ev": [3.77, 2.97],
  "species": ["H", "C", "C", "C", "C", "O", "O", "Li", "Tb", "H", "H", "H", "H", "H", "H"],
  "coordinates": [[1.0795, 0.1578, -3.9593], [0.0083, -0.9334, 0.0119], [0.8136, -0.1924, 1.0768], [-0.2176, 0.7056, 1.6553], [-1.3433, 0.9484, 0.7094], [-1.0263, 0.1481, -0.4213], [0.6109, -1.2259, -1.1507], [2.0093, -1.1952, -2.3134], [-0.3330, 0.1792, -2.5984], [-0.5495, -1.7885, 0.4325], [1.2536, -0.8815, 1.8113], [1.6383, 0.3554, 0.5836], [-0.1996, 1.1120, 2.6645], [-1.4271, 1.9999, 0.3897], [-2.3171, 0.6106, 1.1080]],
  "atomic_forces_ev_per_a": [[1.40, -0.69, 0.16], [-0.43, -0.28, -1.71], [-1.30, -0.03, 0.63], [0.15, 0.19, -0.72], [1.01, -1.18, -0.21], [0.13, -0.18, 2.00], [0.82, -0.26, 0.95], [0.87, -0.44, -0.50], [-2.61, 1.27, -1.94], [-0.01, 0.36, -0.12], [0.08, 0.38, 0.09], [-0.19, 0.31, 0.31], [0.06, 0.11, 0.04], [-0.06, 0.11, 0.57], [0.10, 0.33, 0.47]],
  "mulliken_spin": [-0.01, -0.11, 0.10, -0.04, 0.01, 0.16, 0.07, -0.06, 6.89, -0.01, 0.00, 0.00, 0.00, 0.00, 0.00]
}

---

# 2
{
  "formula": "C4H10N2P",
  "method": "ωB97M-V/def2-TZVPD",
  "spin_multiplicity": 1,
  "charge": 1,
  "gap_ev": 7.48,
  "e_above_lowest_ev": 2.613,
  "species": ["C", "C", "C", "C", "N", "N", "P", "H", "H", "H", "H", "H", "H", "H", "H", "H", "H"],
  "coordinates": [[1.7493, -0.9650, -0.1349], [-0.7476, 0.2597, 0.8019], [-0.5037, -1.2116, 0.9083], [-1.0354, 0.7372, -0.6020], [0.9611, -1.3943, 0.8406], [1.2647, -0.2548, -1.0869], [-1.1177, 2.3660, -1.2106], [2.7588, -1.3581, -0.2797], [-1.5888, 0.5093, 1.3774], [0.0332, 0.7697, 1.3169], [-0.8322, -1.8260, 1.6887], [-0.8453, -1.6814, 0.0001], [-1.6111, 0.0634, -1.2288], [1.2798, -1.8397, 1.6257], [1.8935, -0.1515, -1.8269], [-0.3212, 2.7163, -2.3373], [-0.8050, 3.2837, -0.1322]],
  "atomic_forces_ev_per_a": [[-0.13, -0.21, -1.68], [-1.15, 0.73, -0.47], [2.63, -0.05, -3.10], [1.56, -0.09, 0.08], [-1.47, 0.20, 0.04], [-2.05, 0.04, 1.21], [-0.46, 1.06, 1.35], [0.00, 0.04, 0.95], [-1.76, 0.44, 0.90], [0.76, 0.76, -0.15], [-0.81, -0.04, 1.58], [-0.62, -0.29, -0.40], [0.67, -0.44, -0.26], [1.64, -1.26, 1.77], [1.07, 0.51, -1.34], [-0.31, -0.62, 0.39], [0.42, -0.77, -0.87]],
  "mulliken_charge": [-0.10, -0.70, -0.61, -0.06, -0.18, -0.43, -0.05, 0.39, 0.46, 0.40, 0.44, 0.32, 0.41, 0.17, 0.22, 0.20, 0.14]
}

---

# 3
{
  "formula": "C4H9N3",
  "method": "ωB97M-V/def2-TZVPD",
  "spin_multiplicity": 1,
  "gap_ev": [7.41, 8.15],
  "e_above_lowest_ev": 6.472,
  "species": ["C", "N", "C", "C", "N", "C", "N", "H", "H", "H", "H", "H", "H", "H", "H", "H"],
  "coordinates": [[-2.5647, -0.5847, -1.0198], [-0.4013, -0.3277, -0.8440], [1.7733, 0.4500, 0.2538], [-0.4523, 0.1145, 0.3450], [2.4848, -0.3382, -0.5790], [-0.8479, 0.2410, 1.5847], [2.1329, 1.3332, 1.0587], [-0.3440, 0.4066, -1.5490], [3.4762, -0.4810, -0.4079], [1.9980, -1.1100, -1.0075], [3.1376, 1.5140, 1.1772], [-2.8202, -1.2782, -0.2280], [-3.0195, 0.3965, -0.9485], [-2.5359, -1.0065, -2.0171], [-1.8616, 0.0087, 1.8777], [-0.1554, 0.6621, 2.3039]],
  "atomic_forces_ev_per_a": [[0.67, -0.21, -0.64], [-2.84, -0.73, -1.39], [-0.66, 0.74, 1.26], [3.39, 0.53, 1.21], [-0.13, -0.60, -0.52], [0.02, 0.19, -0.19], [-0.10, 0.05, 0.21], [-0.10, -0.04, 0.12], [-0.29, 0.16, 0.02], [0.01, 0.04, 0.05], [-0.19, -0.14, -0.20], [0.23, 0.03, -0.01], [0.24, 0.06, 0.08], [-0.11, -0.03, 0.09], [-0.15, 0.09, -0.06], [-0.01, -0.13, -0.03]],
  "mulliken_charge": [-0.91, -0.53, 0.19, 0.67, -0.42, -0.95, -0.56, 0.29, 0.23, 0.23, 0.20, 0.32, 0.34, 0.29, 0.29, 0.32]
}